# 1
Density functional theory data (ωB97M-V with the def2-TZVPD basis set) for a structure of composition C23H18N3NiO5S.

Geometry as XYZ:
```
51
Properties=species:S:1:pos:R:3
Ni -0.881 0.568 0.044
O -1.122 0.452 -1.918
C -1.528 -0.553 -2.594
C -1.713 -0.407 -4.005
C -2.129 -1.442 -4.798
C -2.398 -2.713 -4.261
C -2.231 -2.890 -2.911
C -1.812 -1.852 -2.058
C -1.680 -2.179 -0.662
N -1.350 -1.376 0.274
C -1.272 -1.873 1.646
C -0.537 -0.851 2.520
N -0.925 0.481 2.096
C -1.417 1.319 2.918
C -1.935 2.620 2.564
C -2.262 3.496 3.611
C -2.785 4.746 3.384
C -3.011 5.137 2.055
C -2.723 4.300 1.008
C -2.169 3.001 1.205
O -1.942 2.255 0.184
H -1.502 0.571 -4.419
H -2.250 -1.276 -5.863
H -2.718 -3.529 -4.894
H -2.422 -3.863 -2.468
H -1.883 -3.225 -0.407
H -0.738 -2.825 1.679
H -2.287 -2.017 2.032
H 0.535 -0.970 2.363
H -0.762 -1.022 3.579
H -1.471 1.050 3.981
H -2.085 3.162 4.629
H -3.022 5.409 4.206
H -3.426 6.117 1.850
H -2.904 4.597 -0.017
O 2.854 -3.868 -0.552
S 2.968 -2.783 0.387
O 3.333 -3.130 1.739
N 1.659 -1.833 0.365
C 1.945 -0.602 -0.038
O 1.157 0.362 -0.114
C 3.390 -0.405 -0.414
C 4.002 0.741 -0.888
C 5.361 0.683 -1.171
C 6.081 -0.495 -0.983
C 5.459 -1.645 -0.507
C 4.110 -1.565 -0.230
H 3.422 1.643 -1.031
H 5.870 1.562 -1.546
H 7.139 -0.517 -1.212
H 6.009 -2.564 -0.359
```

The spin multiplicity is 3. Its total charge is -1. As for the HOMO-LUMO gap (alpha / beta): 7.66 / 7.59 eV. The calculation puts the LUMO energy (alpha / beta) at 2.89 / 2.89 eV.


# 2
Density functional theory data (ωB97M-V with the def2-TZVPD basis set) for a structure of composition C23H19Cl2O4S2Zn at a distorted geometry.

Geometry as XYZ:
```
51
Properties=species:S:1:pos:R:3
C 0.478 -4.252 1.480
C 1.044 -3.459 0.485
C 1.163 -2.083 0.673
C 0.692 -1.521 1.855
S 0.735 0.262 2.065
C -0.954 0.883 2.126
C -1.288 1.833 3.041
S -2.068 0.396 0.793
C -3.358 -0.748 1.389
C -3.224 -2.131 1.225
C -4.179 -3.001 1.763
C -5.300 -2.492 2.423
C -5.488 -1.111 2.499
C -4.521 -0.243 1.983
O -2.770 1.582 0.359
O -1.234 -0.392 -0.100
O 1.353 0.606 3.335
O 1.318 0.700 0.813
C 0.210 -2.311 2.893
C 0.072 -3.683 2.685
H 0.360 -5.323 1.319
H 1.396 -3.883 -0.451
H 1.603 -1.449 -0.089
H -2.294 2.243 3.012
H -0.618 2.149 3.829
H -2.363 -2.521 0.684
H -4.032 -4.079 1.683
H -6.011 -3.168 2.899
H -6.376 -0.699 2.979
H -4.665 0.833 2.042
H -0.058 -1.831 3.832
H -0.356 -4.290 3.480
Cl 5.677 8.169 3.370
Zn 7.062 6.692 2.691
Cl 7.788 5.135 1.449
C 2.680 5.722 0.811
C 2.109 4.800 1.735
C 2.053 3.534 1.102
C 2.580 3.641 -0.225
C 2.954 5.042 -0.433
C 3.584 5.368 -1.648
C 3.801 4.373 -2.612
C 3.502 3.020 -2.356
C 2.911 2.650 -1.143
H 3.023 6.751 1.040
H 1.762 5.011 2.726
H 1.743 2.591 1.533
H 3.902 6.388 -1.854
H 4.218 4.626 -3.593
H 3.706 2.249 -3.106
H 2.682 1.621 -0.857
```

The calculation puts the energy above the lowest of the compared OMol25 structures with the same formula, charge and spin at 53.65 kcal/mol. Its total charge is -1. As for the HOMO-LUMO gap: 3.25 eV. The calculation puts the LUMO energy at 1.49 eV.


# 3
Density functional theory data (ωB97M-V with the def2-TZVPD basis set) for a structure of composition C23H19Cl3N2O3PRuSi at a distorted geometry.

Geometry as XYZ:
```
53
Properties=species:S:1:pos:R:3
Ru 0.243 1.141 1.538
O -0.030 -1.612 4.538
C 0.226 -0.965 3.524
O 0.371 0.340 3.407
C 0.251 -1.813 2.195
P 0.778 -0.859 0.591
C 2.349 -1.451 0.009
C 3.238 -1.715 1.063
C 4.587 -1.690 0.779
C 5.012 -1.773 -0.516
C 4.097 -1.678 -1.599
C 2.762 -1.528 -1.322
C -0.230 -1.719 -0.634
C -1.239 -1.017 -1.309
C -1.780 -1.554 -2.468
C -1.488 -2.841 -2.892
C -0.586 -3.633 -2.136
C 0.057 -3.042 -1.089
H -0.762 -1.938 1.919
H 0.774 -2.762 2.353
H 2.842 -1.829 2.047
H 5.304 -1.511 1.600
H 6.061 -1.885 -0.702
H 4.445 -1.746 -2.629
H 2.019 -1.492 -2.149
H -1.526 0.001 -0.938
H -2.380 -0.905 -3.119
H -2.090 -3.176 -3.755
H -0.416 -4.707 -2.407
H 0.818 -3.609 -0.512
O -1.640 1.544 2.324
C -2.599 1.544 1.389
C -3.722 0.804 1.720
C -4.971 1.110 1.119
C -5.043 2.049 0.069
C -3.883 2.564 -0.486
C -2.654 2.409 0.212
C -1.411 2.955 -0.330
N -0.188 2.440 -0.014
C 0.711 2.954 -0.997
C -0.009 3.679 -1.889
N -1.324 3.713 -1.468
H -3.455 0.007 2.517
H -5.837 0.477 1.336
H -6.025 2.317 -0.318
H -3.928 3.122 -1.408
H 1.789 2.861 -0.898
H 0.297 4.158 -2.842
H -2.004 4.347 -1.823
Cl 3.764 1.823 -0.116
Si 2.482 1.676 1.527
Cl 3.664 0.734 2.945
Cl 2.278 3.681 2.042
```

The spin multiplicity is 6. As for the HOMO-LUMO gap (alpha / beta): 4.92 / 5.77 eV. The calculation puts the LUMO energy (alpha / beta) at -0.18 / -3.00 eV.


# 4
Density functional theory data (ωB97M-V with the def2-TZVPD basis set) for a cluster of 14 separate species, C23H19Cl52N6OSSi in total at a distorted geometry.

Geometry as XYZ:
```
103
Properties=species:S:1:pos:R:3
C 0.623 2.654 1.648
Si 0.418 1.059 2.675
C 1.010 1.372 4.465
C -1.467 0.602 2.576
C 1.324 -0.472 1.863
N 1.965 -0.599 0.564
N 2.349 -1.908 0.588
N 2.028 -2.515 1.730
N 1.377 -1.686 2.596
C 0.881 -2.070 3.944
C 2.048 -1.956 5.076
C 1.539 -1.219 6.414
C 1.449 -2.170 7.692
S 0.657 -1.339 9.177
C -1.007 -0.838 8.599
N -2.299 -1.399 8.798
N -3.145 -0.602 8.092
C -2.477 0.463 7.440
O -1.119 0.305 7.791
H 1.687 3.064 1.655
H 0.336 2.511 0.554
H -0.041 3.496 2.053
H 1.136 2.499 4.660
H 0.192 1.025 5.176
H 1.993 0.871 4.738
H -1.543 -0.484 2.934
H -2.124 1.322 3.153
H -1.702 0.575 1.451
H 2.171 -3.493 2.025
H 0.582 -3.180 3.886
H -0.070 -1.523 4.262
H 2.471 -2.980 5.339
H 2.848 -1.293 4.618
H 0.493 -0.828 6.199
H 2.192 -0.313 6.664
H 2.510 -2.454 8.029
H 0.872 -3.121 7.440
H -2.856 1.290 6.774
C 6.406 0.234 0.271
Cl 8.111 0.397 0.735
Cl 6.019 -1.489 0.058
Cl 5.378 0.937 1.543
Cl 6.139 1.080 -1.270
C 7.283 -5.660 1.042
Cl 6.587 -7.057 1.889
Cl 7.800 -4.444 2.229
Cl 8.681 -6.184 0.083
Cl 6.059 -4.951 -0.035
C 2.802 -6.968 1.431
Cl 3.354 -7.815 2.889
Cl 3.462 -7.767 -0.006
Cl 1.027 -6.996 1.366
Cl 3.364 -5.278 1.477
C 0.940 -7.213 -3.645
Cl 0.479 -7.168 -1.929
Cl 2.710 -7.162 -3.783
Cl 0.331 -8.708 -4.381
Cl 0.239 -5.813 -4.482
C 4.130 4.352 -3.286
Cl 4.522 3.572 -1.738
Cl 4.753 3.361 -4.621
Cl 2.368 4.507 -3.433
Cl 4.875 5.962 -3.346
C 1.985 2.468 10.438
Cl 3.674 2.266 9.924
Cl 0.911 1.677 9.264
Cl 1.760 1.727 12.036
Cl 1.596 4.199 10.527
C -0.287 1.443 -5.022
Cl -1.517 2.634 -4.545
Cl 0.816 2.163 -6.213
Cl 0.641 0.947 -3.588
Cl -1.082 0.023 -5.732
C -3.600 -9.818 -3.731
Cl -2.588 -11.205 -4.188
Cl -4.564 -9.303 -5.129
Cl -4.683 -10.288 -2.404
Cl -2.561 -8.479 -3.201
C -3.051 4.223 -8.257
Cl -2.121 5.586 -8.913
Cl -4.023 3.494 -9.551
Cl -1.937 3.007 -7.598
Cl -4.120 4.804 -6.961
C -4.530 8.225 -4.740
Cl -3.621 9.747 -4.843
Cl -5.412 7.959 -6.258
Cl -3.402 6.879 -4.464
Cl -5.684 8.314 -3.394
C -2.963 -0.195 -11.761
Cl -3.736 -1.524 -10.872
Cl -2.383 1.027 -10.611
Cl -1.592 -0.827 -12.697
Cl -4.142 0.545 -12.864
C -5.087 10.249 0.380
Cl -5.859 8.917 1.268
Cl -4.494 11.463 1.532
Cl -3.726 9.617 -0.569
Cl -6.272 10.997 -0.711
C -7.537 1.586 -7.656
Cl -6.664 0.075 -7.985
Cl -8.423 2.086 -9.111
Cl -8.684 1.330 -6.323
Cl -6.377 2.853 -7.205
```

Its total charge is +1. As for the HOMO-LUMO gap: 7.39 eV. The calculation puts the LUMO energy at -4.17 eV.


Copy entry 3 word for word.
Density functional theory data (ωB97M-V with the def2-TZVPD basis set) for a structure of composition C23H19Cl3N2O3PRuSi at a distorted geometry.

Geometry as XYZ:
```
53
Properties=species:S:1:pos:R:3
Ru 0.243 1.141 1.538
O -0.030 -1.612 4.538
C 0.226 -0.965 3.524
O 0.371 0.340 3.407
C 0.251 -1.813 2.195
P 0.778 -0.859 0.591
C 2.349 -1.451 0.009
C 3.238 -1.715 1.063
C 4.587 -1.690 0.779
C 5.012 -1.773 -0.516
C 4.097 -1.678 -1.599
C 2.762 -1.528 -1.322
C -0.230 -1.719 -0.634
C -1.239 -1.017 -1.309
C -1.780 -1.554 -2.468
C -1.488 -2.841 -2.892
C -0.586 -3.633 -2.136
C 0.057 -3.042 -1.089
H -0.762 -1.938 1.919
H 0.774 -2.762 2.353
H 2.842 -1.829 2.047
H 5.304 -1.511 1.600
H 6.061 -1.885 -0.702
H 4.445 -1.746 -2.629
H 2.019 -1.492 -2.149
H -1.526 0.001 -0.938
H -2.380 -0.905 -3.119
H -2.090 -3.176 -3.755
H -0.416 -4.707 -2.407
H 0.818 -3.609 -0.512
O -1.640 1.544 2.324
C -2.599 1.544 1.389
C -3.722 0.804 1.720
C -4.971 1.110 1.119
C -5.043 2.049 0.069
C -3.883 2.564 -0.486
C -2.654 2.409 0.212
C -1.411 2.955 -0.330
N -0.188 2.440 -0.014
C 0.711 2.954 -0.997
C -0.009 3.679 -1.889
N -1.324 3.713 -1.468
H -3.455 0.007 2.517
H -5.837 0.477 1.336
H -6.025 2.317 -0.318
H -3.928 3.122 -1.408
H 1.789 2.861 -0.898
H 0.297 4.158 -2.842
H -2.004 4.347 -1.823
Cl 3.764 1.823 -0.116
Si 2.482 1.676 1.527
Cl 3.664 0.734 2.945
Cl 2.278 3.681 2.042
```

The spin multiplicity is 6. As for the HOMO-LUMO gap (alpha / beta): 4.92 / 5.77 eV. The calculation puts the LUMO energy (alpha / beta) at -0.18 / -3.00 eV.


> Number 4 is which compound?

C23H19Cl52N6OSSi